Record 1
Here is a 3-piece molecular cluster, C34H45BrNO8PS2 overall from the OMol25 dataset. Energies are from ωB97M-V with the def2-TZVPD basis set.

The SMILES is CCOCc1cc2c(cc1-c1ccccc1)Sc1c(CCCO)cc(P(O)Br)c(CCCCS(=O)(=O)O)c1N2.CC(C)=O.CC(C)=O. The gap between HOMO and LUMO is 8.420 eV. As for the multiplicity: 1. The value obtained for the total energy is -5691.0386 a.u. For the highest occupied orbital energy, the calculation gives -8.112 eV. The LUMO energy is 0.0113 hartree. Its total charge is 0.

Last column: Löwdin charge in e.
Geometry (Å):
C  3.758  3.601  2.433  -0.063
C  4.912  2.611  2.607  -0.257
O  4.418  1.304  2.860  -0.141
C  4.939  0.266  2.044  -0.162
C  3.911  -0.154  1.019  -0.118
C  2.708  -0.649  1.521  0.049
C  1.665  -1.011  0.688  -0.242
C  1.823  -0.852  -0.688  -0.429
C  3.002  -0.349  -1.207  -0.025
C  4.067  -0.013  -0.363  -0.120
C  5.310  0.506  -0.992  -0.183
C  5.231  1.551  -1.916  -0.029
C  6.374  2.045  -2.530  -0.079
C  7.620  1.505  -2.235  -0.090
C  7.711  0.455  -1.328  -0.079
C  6.564  -0.039  -0.718  -0.047
S  0.511  -1.338  -1.753  1.081
C  -0.862  -0.894  -0.733  -0.374
C  -2.030  -0.431  -1.341  -0.215
C  -2.116  -0.330  -2.846  -0.185
C  -3.450  0.188  -3.385  -0.176
C  -4.574  -0.855  -3.359  -0.246
O  -5.750  -0.313  -2.746  -0.085
C  -3.091  -0.118  -0.509  -0.031
C  -2.994  -0.226  0.876  -0.364
P  -4.455  0.144  1.913  0.617
O  -5.504  0.425  0.691  -0.396
Br  -3.952  2.267  2.544  0.240
C  -1.805  -0.651  1.483  -0.169
C  -1.722  -0.734  2.993  -0.164
C  -0.488  -0.095  3.662  -0.170
C  0.449  -1.044  4.410  -0.219
C  -0.270  -1.998  5.383  -0.211
S  0.234  -1.983  7.103  0.590
O  0.702  -3.296  7.438  -0.291
O  -0.784  -1.346  7.872  -0.268
O  1.481  -0.999  7.168  -0.163
C  -0.749  -1.018  0.650  -0.199
N  0.453  -1.543  1.227  0.063
H  3.560  3.782  1.376  0.068
H  2.860  3.206  2.907  0.075
H  4.015  4.560  2.883  0.069
H  5.532  2.614  1.706  0.112
H  5.545  2.920  3.444  0.114
H  5.155  -0.584  2.700  0.131
H  5.879  0.571  1.585  0.102
H  2.583  -0.743  2.593  0.112
H  3.113  -0.236  -2.280  0.108
H  4.268  1.989  -2.152  0.118
H  6.301  2.856  -3.244  0.103
H  8.517  1.883  -2.709  0.100
H  8.668  0.007  -1.088  0.103
H  6.648  -0.875  -0.031  0.119
H  -1.957  -1.343  -3.239  0.111
H  -1.296  0.280  -3.230  0.110
H  -3.803  1.057  -2.828  0.114
H  -3.288  0.525  -4.411  0.110
H  -4.254  -1.757  -2.831  0.120
H  -4.842  -1.155  -4.376  0.112
H  -6.023  -0.876  -2.018  0.076
H  -4.021  0.218  -0.940  0.083
H  -6.412  0.452  1.036  0.034
H  -1.838  -1.784  3.283  0.123
H  -2.600  -0.233  3.402  0.033
H  0.086  0.439  2.902  0.112
H  -0.819  0.666  4.374  0.120
H  1.027  -1.634  3.699  0.082
H  1.167  -0.433  4.955  0.101
H  -0.133  -3.034  5.075  0.103
H  -1.342  -1.809  5.423  0.099
H  2.273  -1.460  6.854  0.102
H  0.456  -2.557  1.196  0.150
C  -10.019  2.042  -1.238  -0.021
C  -8.808  2.085  -0.340  -0.499
C  -7.667  2.967  -0.772  -0.016
O  -8.752  1.435  0.679  0.058
H  -10.764  1.371  -0.819  0.081
H  -10.444  3.042  -1.340  0.086
H  -9.731  1.693  -2.231  0.087
H  -7.998  4.003  -0.863  0.088
H  -7.290  2.638  -1.742  0.089
H  -6.869  2.906  -0.036  0.072
C  3.209  -3.110  -5.688  -0.021
C  2.121  -2.110  -5.383  -0.505
C  0.748  -2.408  -5.937  -0.021
O  2.332  -1.121  -4.722  0.049
H  4.142  -2.785  -5.234  0.082
H  2.936  -4.091  -5.296  0.085
H  3.342  -3.201  -6.768  0.085
H  0.391  -3.365  -5.553  0.086
H  0.788  -2.473  -7.025  0.085
H  0.058  -1.620  -5.645  0.075

Force components x, y, z for each atom (eV/Å):
0.31 -0.03 -0.10
-0.13 0.29 -0.10
0.07 -0.11 0.06
-0.02 0.00 0.04
0.02 -0.08 -0.05
-0.07 0.02 -0.06
0.19 0.02 -0.05
0.01 0.04 0.14
0.07 -0.01 0.01
-0.06 -0.04 -0.02
0.10 0.16 -0.11
0.11 0.01 0.00
0.14 -0.03 0.00
-0.06 -0.16 0.12
-0.16 0.02 0.02
0.03 -0.04 0.00
-0.07 -0.05 -0.19
0.15 0.06 -0.05
0.04 -0.01 0.04
-0.30 -0.11 0.08
0.04 -0.09 -0.22
-0.19 0.07 0.06
0.01 -0.02 -0.04
-0.02 -0.09 0.03
0.05 0.20 0.01
-0.04 -0.10 -0.09
-0.26 -0.08 0.16
0.09 0.02 -0.03
-0.23 0.12 0.01
-0.01 -0.12 0.04
0.06 0.13 -0.08
0.08 0.03 0.08
0.04 -0.05 -0.31
-0.32 -0.23 0.13
0.02 0.09 -0.04
0.15 0.00 -0.04
0.16 0.15 -0.05
0.01 -0.04 0.05
-0.02 0.00 0.09
-0.18 -0.10 0.03
0.00 0.06 0.04
-0.09 0.01 0.03
0.06 -0.05 0.03
-0.01 -0.11 0.03
0.00 0.03 0.01
-0.06 0.02 0.00
0.00 0.03 -0.03
-0.03 -0.04 0.03
0.00 -0.04 0.05
-0.06 -0.02 0.04
-0.04 0.05 -0.02
-0.01 0.06 -0.07
-0.04 0.04 -0.04
0.10 0.10 -0.17
0.06 -0.01 0.10
0.11 0.04 0.01
-0.04 0.00 0.03
0.03 0.04 0.05
0.05 -0.02 0.02
0.04 0.01 0.02
-0.07 0.07 -0.01
0.00 0.13 -0.13
0.13 0.01 0.01
0.01 -0.11 0.02
0.07 -0.02 0.09
-0.12 -0.04 -0.05
-0.17 -0.05 0.02
-0.01 0.04 -0.02
-0.03 0.00 0.09
0.02 0.07 0.09
0.01 -0.04 0.12
-0.02 -0.01 -0.03
-0.06 -0.08 0.14
0.01 0.09 -0.10
0.14 -0.06 0.15
0.12 -0.21 0.07
0.00 0.00 0.00
0.03 0.01 -0.07
0.01 0.07 -0.03
-0.04 -0.02 -0.08
-0.02 0.05 -0.04
0.03 0.03 -0.04
0.07 0.10 0.08
-0.04 -0.07 0.00
-0.02 0.12 0.06
0.06 0.08 0.05
0.00 0.00 0.00
-0.02 -0.03 -0.06
-0.04 -0.06 -0.01
0.02 -0.04 -0.05
0.00 -0.07 0.00
0.01 0.00 0.00

***

Record 2
Here is C34H45FGe2IrN2 as an isolated structure from the OMol25 dataset. Energies are from ωB97M-V with the def2-TZVPD basis set.

The gap between HOMO and LUMO (spin up / spin down) is 7.611 / 7.489 eV. As for the multiplicity: 2. The value obtained for the total energy is -5789.9826 a.u. For the highest occupied orbital energy (spin up / spin down), the calculation gives -7.280 / -7.391 eV. The LUMO energy (spin up / spin down) is 0.0122 / 0.0036 hartree. Its total charge is 0. Its expectation value of S² is 0.755.

Last column: Löwdin spin population.
Geometry (Å):
Ir  0.004  -1.888  -0.550  0.686
C  1.916  1.023  -3.906  0.001
C  2.832  -0.187  -3.685  0.004
C  4.217  0.291  -3.263  0.001
C  2.927  -1.024  -4.956  0.001
N  2.373  -1.054  -2.581  0.005
N  1.010  -1.448  -2.638  0.116
H  2.387  1.729  -4.591  0.000
H  1.723  1.545  -2.965  0.000
H  0.957  0.746  -4.351  0.000
H  4.687  0.858  -4.066  0.000
H  4.854  -0.560  -3.017  0.000
H  4.154  0.941  -2.386  0.000
H  3.369  -0.439  -5.763  0.000
H  1.940  -1.349  -5.293  0.001
H  3.544  -1.906  -4.783  0.000
H  2.492  -0.565  -1.700  0.001
H  0.936  -2.254  -3.248  0.001
H  0.397  -0.716  -2.991  0.000
F  3.358  -1.263  5.148  0.001
C  2.946  -1.713  3.940  0.003
C  1.816  -2.499  3.874  0.000
C  1.414  -2.976  2.636  0.007
C  2.114  -2.668  1.469  0.008
C  1.595  -3.068  0.137  0.018
C  3.261  -1.885  1.588  0.004
C  3.679  -1.393  2.817  0.000
H  1.268  -2.731  4.777  0.000
H  0.528  -3.599  2.576  0.001
H  1.114  -4.055  0.199  0.006
H  2.402  -3.068  -0.599  0.000
H  3.838  -1.647  0.701  0.000
H  4.559  -0.771  2.908  0.000
C  -2.250  0.055  -3.231  0.001
Ge  -3.150  -1.253  -2.072  0.005
C  -4.471  -2.217  -3.159  0.001
C  -4.125  -0.419  -0.594  0.000
C  -1.814  -2.480  -1.361  0.028
H  -2.971  0.649  -3.796  0.000
H  -1.618  -0.469  -3.954  0.000
H  -1.626  0.734  -2.649  0.000
H  -5.232  -1.530  -3.531  0.000
H  -4.965  -2.990  -2.569  0.000
H  -3.997  -2.696  -4.018  0.000
H  -4.798  0.358  -0.960  0.000
H  -3.464  0.012  0.155  0.000
H  -4.724  -1.180  -0.092  0.000
H  -1.483  -3.124  -2.192  0.002
H  -2.308  -3.104  -0.605  0.011
C  0.252  -0.138  -0.139  0.004
Ge  -0.524  0.976  1.248  0.009
C  0.966  1.572  2.371  0.000
C  2.103  2.130  1.786  0.000
C  3.181  2.533  2.561  0.000
C  3.137  2.383  3.941  0.000
C  2.016  1.826  4.537  0.000
C  0.942  1.421  3.755  0.000
C  -1.276  2.571  0.390  0.001
C  -2.312  2.479  -0.539  0.000
C  -2.826  3.610  -1.157  0.000
C  -2.306  4.863  -0.856  0.000
C  -1.273  4.973  0.063  0.000
C  -0.764  3.836  0.679  0.000
C  -1.852  0.069  2.344  0.002
C  -1.925  -1.321  2.394  0.033
C  -2.845  -1.958  3.215  0.003
C  -3.708  -1.208  4.002  0.001
C  -3.650  0.178  3.961  0.000
C  -2.727  0.810  3.137  0.000
H  1.014  0.396  -0.722  -0.001
H  2.153  2.259  0.709  0.000
H  4.056  2.965  2.089  0.000
H  3.976  2.696  4.549  0.000
H  1.984  1.690  5.610  0.000
H  0.077  0.973  4.233  0.000
H  -2.725  1.510  -0.799  0.000
H  -3.632  3.512  -1.873  0.000
H  -2.706  5.747  -1.335  0.000
H  -0.861  5.945  0.304  0.000
H  0.038  3.944  1.401  0.000
H  -1.257  -1.916  1.773  0.033
H  -2.888  -3.040  3.241  0.000
H  -4.424  -1.702  4.646  0.000
H  -4.327  0.768  4.567  0.000
H  -2.699  1.894  3.107  0.000

Force components x, y, z for each atom (eV/Å):
0.01 -0.27 0.22
0.01 0.02 -0.03
-0.03 0.03 0.04
0.01 -0.03 0.00
-0.01 0.01 -0.03
0.05 0.03 0.01
-0.02 -0.14 -0.08
0.00 0.00 -0.01
0.01 0.01 0.00
0.00 0.00 0.02
-0.01 0.01 0.00
0.00 0.00 -0.01
0.00 -0.01 0.01
-0.01 0.00 -0.01
0.00 -0.01 0.01
0.01 0.01 0.00
-0.01 -0.06 0.04
-0.03 0.00 0.01
0.05 0.01 -0.02
0.00 0.07 0.01
0.02 0.02 0.01
-0.02 -0.06 0.00
0.04 -0.02 0.01
-0.11 0.12 0.38
-0.04 0.41 -0.06
0.06 0.02 0.05
0.02 -0.05 -0.04
0.01 -0.01 0.00
-0.02 0.03 -0.02
0.05 -0.01 -0.18
-0.09 -0.18 -0.06
-0.05 0.03 -0.01
0.02 0.01 0.01
-0.02 0.02 0.01
0.08 0.01 0.00
0.05 0.01 -0.04
-0.08 -0.10 0.02
0.15 0.03 -0.14
0.00 0.01 0.01
-0.04 -0.02 -0.03
0.03 -0.02 -0.01
-0.01 0.00 0.01
0.01 0.01 0.02
0.00 0.00 0.00
0.00 0.01 0.03
-0.04 -0.08 0.04
-0.02 -0.03 -0.04
-0.17 -0.05 0.00
0.01 0.00 -0.02
0.12 -0.11 0.04
0.16 -0.04 0.19
-0.04 -0.06 0.03
0.02 0.00 -0.02
0.01 0.00 0.00
0.01 0.00 -0.01
0.02 -0.04 -0.02
-0.02 -0.01 0.01
0.07 0.07 0.05
-0.02 -0.09 -0.12
0.04 0.03 0.03
0.00 -0.03 0.02
-0.02 -0.01 -0.02
-0.02 0.03 0.05
0.03 -0.01 0.00
0.00 -0.02 0.03
0.00 0.00 -0.02
0.01 0.01 0.00
-0.01 -0.01 -0.02
-0.03 0.03 -0.03
-0.27 0.20 -0.40
-0.01 0.00 0.00
-0.01 0.00 0.00
0.00 -0.01 0.00
0.00 0.01 0.02
0.00 0.00 -0.01
0.11 0.25 0.05
0.00 0.01 -0.01
0.00 0.00 0.00
-0.01 0.00 0.00
-0.01 -0.02 -0.02
0.00 0.01 0.03
0.00 0.00 0.00
-0.01 0.00 -0.01
0.01 0.00 0.01
0.00 0.00 0.00